Entry 1:
14
Properties=species:S:1:pos:R:3 method="wB97M-V/def2-TZVPD" gap_ev=8.511 energy_ha=-353.98562 e_above_lowest_kcal_mol=129.1 fmax_ha_per_bohr=0.085 smiles="NN1C=CN(N)N1" e_homo_ev=-7.53
N -2.2545 0.5152 -0.2101
N -1.0071 0.2717 0.4665
C -0.5110 -1.0298 0.3308
C 0.6995 -1.0819 -0.2345
N 1.3297 0.2236 -0.4995
N 2.4215 0.3905 0.3232
N -0.0493 1.1424 -0.0874
H -2.9346 0.8550 0.4053
H -2.5901 -0.3610 -0.7884
H -1.3384 -1.7720 0.3714
H 1.3060 -1.9925 -0.4277
H 2.2947 0.2370 1.3515
H 3.0549 1.1841 0.1281
H -0.4213 1.4178 -1.1293

Entry 2:
14
Properties=species:S:1:pos:R:3 method="wB97M-V/def2-TZVPD" gap_ev="7.169 / 7.171" energy_ha=-353.92818 e_above_lowest_kcal_mol=165.2 fmax_ha_per_bohr=0.036 e_homo_ev="-7.13 / -7.13"
C -1.0085 1.4040 -0.1704
N 1.4403 -0.9826 0.8625
N 2.0492 -0.6423 -0.4165
C 1.1402 0.3740 -0.0984
N -0.6720 -1.3515 -0.4354
N -0.1140 0.3650 -0.6000
N -1.7615 -1.5318 -0.0315
H 1.7991 -1.8725 1.2167
H 1.6969 -1.2301 -1.1737
H -2.2386 -0.8207 0.5664
H 1.5227 1.2582 0.4057
H -0.6387 2.0274 0.6508
H -1.9372 0.9601 0.2356
H -1.2780 2.0430 -1.0116

Entry 3:
14
Properties=species:S:1:pos:R:3 method="wB97M-V/def2-TZVPD" gap_ev=8.714 energy_ha=-354.04311 e_above_lowest_kcal_mol=93.0 fmax_ha_per_bohr=0.158 e_homo_ev=-8.15
H 3.7016 -0.3586 0.3494
N 2.8758 -0.8703 -0.0874
C 1.8152 -0.1370 0.0058
N 0.5152 -0.4113 -0.2125
C -0.6575 0.3784 0.0381
N -0.1361 1.6751 0.0747
N -1.8821 0.1467 -0.1756
N -2.5931 -1.0592 -0.0184
H 1.8055 0.9735 0.3345
H 0.4175 -1.5474 -0.1908
H 0.8543 1.4964 -0.6660
H -0.8572 2.2976 -0.1385
H -3.5924 -1.0518 -0.2192
H -2.2667 -1.5321 0.9059

Entry 4:
15
Properties=species:S:1:pos:R:3 method="wB97M-V/def2-TZVPD" gap_ev=9.309 energy_ha=-429.35158 e_above_lowest_kcal_mol=45.1 fmax_ha_per_bohr=0.028 e_homo_ev=-8.59
N -0.3844 -0.6539 0.2256
C 0.9247 0.3457 0.0587
C -1.0829 0.9888 0.1642
N -0.7212 -1.3931 -0.9280
N 1.8144 0.2649 1.1544
O 1.5765 0.0071 -1.1089
N 0.0990 1.5084 0.0823
N -2.3181 1.0348 0.2891
H 0.8985 -0.2903 -1.7424
H -0.4289 -1.1543 1.1121
H -1.7097 -1.2428 -1.1212
H -0.5328 -2.3818 -0.8071
H 1.9044 1.1555 1.6209
H 2.7128 -0.1199 0.8960
H -2.7523 1.9308 0.1043